The following is a DFT calculation (the ωB97M-V functional and the def2-TZVPD basis) of a structure of composition C5H7N2O in a non-equilibrium geometry.

Each line ends with the natural charge from an NBO analysis.
Geometry (Å):
H 0.94753 -1.52381 1.77991  0.21
N -0.36868 2.05723 0.74845  -0.46
N -1.00441 1.54972 -0.38350  -0.48
H 0.74923 -2.37657 0.05400  0.19
H -0.14796 -1.13014 -2.00219  0.20
H 2.09785 -1.46047 0.36956  0.18
C 1.05896 -1.48900 0.66566  -0.66
C 0.33286 -0.21549 0.31230  -0.31
C -0.64382 0.27577 -0.53793  0.08
C -1.12726 -0.59535 -1.67824  -0.64
H -1.87478 -1.24522 -1.28553  0.20
H -1.68597 -0.20233 -2.52335  0.20
O 1.37936 1.80201 2.27666  -0.72
C 0.62247 1.46564 1.38432  0.64
H -0.33538 3.08799 0.81988  0.36

ΔE to the lowest compared entry with this formula, charge and spin: 0.493 eV
frontier orbital gap: 6.0 eV
molar mass: 111.12 g/mol
lowest unoccupied orbital energy: 4.2 eV
net charge: -1
largest force on an atom: 0.121 hartree/bohr
spin multiplicity: 1


The following is a DFT calculation (the ωB97M-V functional and the def2-TZVPD basis) of the ion C5H7N2O with charge +1 in a non-equilibrium geometry.

Each line ends with the natural charge from an NBO analysis.
Geometry (Å):
H 0.72195 0.29046 -1.70295  0.22
C -0.10249 0.00689 -1.16262  0.12
N -0.15841 0.83514 0.10665  -0.48
N 0.27728 -1.16464 -0.35071  -0.55
C -1.31664 -0.07379 -1.97024  -0.67
H -1.39222 -1.22622 -2.30921  0.24
H 0.56790 -0.49346 2.89554  0.32
H 0.84995 -1.91780 -0.41384  0.42
C 0.35003 -0.26600 0.63455  0.39
C 0.90677 -0.04196 1.96236  -0.62
O 0.46982 2.41104 2.40434  -0.23
H -2.16787 -0.02960 -1.25495  0.24
H -1.60293 0.52063 -2.91508  0.28
C 0.62000 1.35144 2.07485  0.98
H 1.97685 -0.20213 2.00129  0.32

ΔE to the lowest compared entry with this formula, charge and spin: 3.133 eV
frontier orbital gap: 9.6 eV
molar mass: 111.12 g/mol
lowest unoccupied orbital energy: -4.8 eV
net charge: +1
largest force on an atom: 0.096 hartree/bohr
spin multiplicity: 1


The following is a DFT calculation (the ωB97M-V functional and the def2-TZVPD basis) of a structure of composition C5H7N2O2PS in a non-equilibrium geometry.

Each line ends with the natural charge from an NBO analysis.
Geometry (Å):
O -2.40010 -1.09847 0.15673  -0.75
H -2.08124 -3.24505 0.50196  -0.08
C 2.69930 -1.01718 -0.27912  -0.77
C -2.57956 0.18984 -0.16126  0.73
C -0.87279 2.28097 0.18349  -0.02
S 2.65865 0.72224 0.25469  0.23
H 1.13557 2.98040 0.40966  0.43
H 2.81680 -1.07159 -1.39535  0.23
H 3.54407 -1.73094 0.17199  0.25
N 0.07303 -0.05716 -0.03376  -0.55
C -1.43290 1.05147 0.05446  0.03
C 0.90142 0.88685 0.10887  0.24
P -1.01607 -2.10913 0.40294  0.70
H -0.71462 -2.35261 -0.90970  -0.07
H -1.27645 3.25722 0.46924  0.25
O -3.68461 0.60503 -0.30406  -0.54
H 1.71359 -1.45186 0.05935  0.26
N 0.51589 2.15997 0.30986  -0.57

ΔE to the lowest compared entry with this formula, charge and spin: 0.903 eV
frontier orbital gap: 8.9 eV
molar mass: 190.16 g/mol
lowest unoccupied orbital energy: 0.2 eV
largest force on an atom: 0.109 hartree/bohr
spin multiplicity: 1


The following is a DFT calculation (the ωB97M-V functional and the def2-TZVPD basis) of a structure of composition C5H7N3 in a non-equilibrium geometry.

Each line ends with the natural charge from an NBO analysis.
Geometry (Å):
N -0.44655 2.10793 -1.28097  -0.84
C 0.38063 1.22687 -0.56555  0.53
C -0.91525 -1.17033 -0.25454  -0.18
C -0.18116 -1.72678 0.96144  -0.42
H -1.54050 1.96504 -1.18072  0.38
H -2.14599 -0.86368 -0.24083  0.19
C 1.75753 0.43465 0.67494  -0.12
C 0.88075 -0.54651 0.53762  0.10
H 2.57071 0.08860 1.28701  0.21
H -0.69198 -1.53959 2.00215  0.24
H -0.72378 -1.79485 -1.17624  0.20
N 1.42922 1.58056 -0.06258  -0.47
H -0.16402 3.06526 -1.20977  0.39
N -0.12351 0.04557 -0.13740  -0.42
H -0.08609 -2.87275 0.64544  0.23

ΔE to the lowest compared entry with this formula, charge and spin: 4.632 eV
frontier orbital gap: 8.7 eV
molar mass: 109.13 g/mol
lowest unoccupied orbital energy: 0.8 eV
largest force on an atom: 0.172 hartree/bohr
spin multiplicity: 1


The following is a DFT calculation (the ωB97M-V functional and the def2-TZVPD basis) of a structure of composition C5H7N3.

Each line ends with the natural charge from an NBO analysis.
Geometry (Å):
H 1.25417 -0.94923 -1.88918  0.22
H 0.35734 2.82556 2.08294  0.35
N -0.17395 2.47776 1.28010  -0.59
C 0.88232 -1.46039 -0.99804  -0.42
H -2.52321 0.80341 -0.01171  0.26
H -1.75148 0.25341 -1.49976  0.25
C -0.48480 0.29750 0.18702  0.28
H -2.19700 -0.92972 -0.26447  0.24
C 0.01390 1.24412 1.11593  0.11
C 1.55363 0.06717 0.95299  0.28
H 1.64961 -2.14110 -0.63285  0.24
C -1.81605 0.08375 -0.41964  -0.69
N 0.57265 -0.52316 0.06887  -0.33
N 2.68577 -0.03683 1.27813  -0.43
H -0.02292 -2.01224 -1.25033  0.22

ΔE to the lowest compared entry with this formula, charge and spin: 4.880 eV
frontier orbital gap: 6.7 eV
molar mass: 109.13 g/mol
lowest unoccupied orbital energy: -0.9 eV
largest force on an atom: 0.015 hartree/bohr
spin multiplicity: 1


The following is a DFT calculation (the ωB97M-V functional and the def2-TZVPD basis) of a cluster of 2 separate species, C5H7N3 in total in a non-equilibrium geometry.

Each line ends with the natural charge from an NBO analysis.
Geometry (Å):
C 0.30082 1.74206 -0.75092  0.18
N -0.78413 1.16893 -0.93800  -0.70
C -1.18092 -1.42066 0.43400  0.51
H 0.86955 0.22378 0.87051  0.25
N -2.24444 -0.87111 0.20637  -0.60
C 1.05702 1.32957 0.46811  -0.70
H 2.11613 1.71199 0.45215  0.23
H 0.53715 2.04314 1.13880  0.23
H 0.72193 2.50353 -1.38352  0.16
N 1.38142 -3.13252 -1.00623  -0.33
C -0.09554 -2.01049 0.76776  -0.59
H -2.20321 0.12574 -0.10761  0.43
H -1.28974 1.34574 -1.80988  0.36
H 0.07467 -2.11828 1.85045  0.28
C 0.73930 -2.64143 -0.19200  0.28

SMILES: [H]/N=C/C.N#CC=C=N
ΔE to the lowest compared entry with this formula, charge and spin: 3.478 eV
frontier orbital gap: 10.1 eV
molar mass: 109.13 g/mol
lowest unoccupied orbital energy: 0.8 eV
largest force on an atom: 0.092 hartree/bohr
spin multiplicity: 1